(1)
Here is C5H10GdOP as an isolated structure at a distorted geometry from the OMol25 dataset. Energies are from ωB97M-V/def2-TZVPD.

```
18
Properties=species:S:1:pos:R:3:lowdin_spin:R:1
C -0.567 0.385 -1.576 0.01
C -1.139 1.636 -1.944 0.00
C -0.235 2.646 -1.512 0.00
C 1.033 2.033 -1.287 0.00
C 0.790 0.637 -1.144 0.01
Gd -0.902 -0.909 1.965 6.72
P 0.012 -3.063 0.369 0.14
H -1.042 -0.603 -1.637 0.00
H -2.110 1.773 -2.405 0.00
H -0.428 3.730 -1.508 0.00
H 1.500 -0.141 -0.860 0.00
H 2.005 2.518 -1.216 0.00
H 1.191 -3.251 -0.449 0.01
H -0.900 -3.554 -0.651 0.02
H 0.163 -4.345 1.049 0.00
O 0.571 0.778 1.990 0.08
H 0.799 1.304 1.176 0.01
H 1.195 1.099 2.676 0.01
```

**Energy relative to the best compared isomer or geometry (same formula, charge and spin)**: 19.1 kJ/mol
**E_HOMO (spin up / spin down)**: -0.219 / -0.223 hartree
**DFT total energy**: -1378.45312 Eh
**LUMO level (spin up / spin down)**: -0.003 / -0.039 Ha
**Multiplicity**: 8


(2)
Here is a 14-piece molecular cluster, H28O14 overall at a distorted geometry from the OMol25 dataset. Energies are from ωB97M-V/def2-TZVPD.

```
42
Properties=species:S:1:pos:R:3:lowdin_charge:R:1
O -0.332 -6.496 -10.597 -0.04
H -0.690 -7.309 -10.868 0.06
H -0.964 -5.812 -10.868 0.09
O 1.630 -6.448 -6.191 -0.03
H 1.496 -7.042 -6.961 0.03
H 1.863 -7.069 -5.539 0.02
O -0.467 -7.326 -7.997 -0.06
H 0.012 -8.039 -8.442 -0.04
H -0.547 -6.609 -8.620 -0.02
O 2.725 -7.205 -10.323 -0.04
H 3.557 -7.361 -9.909 0.04
H 2.909 -6.365 -10.831 0.09
O 1.193 -4.942 -8.932 -0.06
H 0.707 -5.521 -9.570 0.02
H 1.156 -4.089 -9.349 0.00
O -1.728 -4.147 -8.518 -0.08
H -1.096 -4.148 -7.777 -0.03
H -1.203 -3.705 -9.198 -0.03
O 2.678 -2.711 -9.584 0.01
H 3.239 -3.420 -9.371 -0.01
H 2.629 -2.670 -10.509 0.02
O 3.819 -5.245 -8.239 -0.05
H 4.562 -5.320 -8.867 0.08
H 3.009 -5.358 -8.714 -0.03
O 0.870 -9.159 -9.326 -0.05
H 1.569 -9.426 -8.663 0.10
H 1.162 -8.367 -9.780 -0.01
O 3.000 -3.365 -6.650 -0.09
H 3.022 -4.195 -7.224 -0.01
H 2.390 -2.765 -7.099 0.01
O -0.220 -3.588 -11.246 -0.03
H -0.244 -2.681 -11.018 0.00
H 0.720 -3.717 -11.548 0.08
O -0.338 -1.773 -9.116 -0.04
H -0.046 -1.586 -8.226 0.06
H -1.292 -1.885 -9.077 0.05
O -0.376 -4.196 -6.248 -0.02
H 0.383 -4.667 -6.555 -0.01
H -0.886 -4.944 -5.945 0.06
O 0.644 -7.152 -13.004 -0.03
H 0.769 -8.089 -12.823 0.05
H 0.556 -6.720 -12.194 -0.06
```

**Energy relative to the best compared isomer or geometry (same formula, charge and spin)**: 220.3 kJ/mol
**E_HOMO**: -0.372 hartree
**DFT total energy**: -1070.11706 Eh
**LUMO level**: -0.023 Ha


(3)
Here is one molecule with the formula C3H5NO2 at a distorted geometry from the OMol25 dataset. Energies are from ωB97M-V/def2-TZVPD.

```
11
Properties=species:S:1:pos:R:3:lowdin_charge:R:1
C 0.187 -0.036 0.439 -0.46
C -0.641 -1.001 -0.087 -0.19
C -1.030 0.806 0.246 -0.36
H 1.334 0.940 -1.087 0.12
H 2.431 0.049 0.015 0.18
H 0.151 0.124 1.599 0.21
H -0.346 -1.092 -1.301 0.20
H -0.599 -2.104 0.476 0.18
N 1.341 0.483 -0.118 0.02
O -1.863 -0.235 -0.137 0.07
O -0.966 2.066 -0.045 0.05
```

**Energy relative to the best compared isomer or geometry (same formula, charge and spin)**: 437.9 kJ/mol
**E_HOMO**: -0.358 hartree
**DFT total energy**: -322.40755 Eh
**LUMO level**: 0.022 Ha


(4)
Here is a 2-piece molecular cluster, C17H12F4NO4 overall at a distorted geometry from the OMol25 dataset. Energies are from ωB97M-V/def2-TZVPD.

```
38
Properties=species:S:1:pos:R:3:lowdin_charge:R:1
F -2.518 -2.938 -0.037 0.09
C -2.602 -1.594 -0.002 -0.17
C -2.797 -0.929 1.159 -0.17
F -2.901 -1.580 2.333 0.07
C -2.870 0.532 1.193 -0.35
O -2.815 1.170 2.254 -0.01
C -2.995 1.182 -0.111 -0.16
F -3.301 2.489 -0.113 0.08
C -2.813 0.497 -1.266 -0.15
F -2.976 1.083 -2.464 0.10
C -2.515 -0.918 -1.277 -0.37
O -2.496 -1.565 -2.371 0.09
C 0.830 -1.643 2.238 -0.07
C 0.753 -0.664 1.106 -0.20
O 0.179 -1.423 0.000 -0.02
C 0.001 -0.716 -1.141 -0.45
C -0.564 -1.592 -2.230 -0.12
N -0.182 -1.224 -3.450 0.08
C -0.618 -1.797 -4.532 -0.10
C -0.529 -1.167 -5.831 -0.21
C -1.322 -1.616 -6.917 -0.05
C -1.278 -0.951 -8.136 -0.11
C -0.422 0.151 -8.305 -0.11
C 0.373 0.598 -7.237 -0.09
C 0.303 -0.041 -5.998 -0.03
O 0.263 0.465 -1.259 0.14
H 1.135 -1.136 3.154 0.08
H -0.140 -2.120 2.408 0.08
H 1.565 -2.422 2.010 0.08
H 0.104 0.188 1.351 0.13
H 1.745 -0.307 0.801 0.13
H -0.645 -2.650 -1.940 0.15
H -1.151 -2.764 -4.487 0.13
H -1.973 -2.478 -6.758 0.11
H -1.910 -1.287 -8.961 0.10
H -0.379 0.660 -9.269 0.09
H 1.044 1.448 -7.366 0.10
H 0.882 0.303 -5.138 0.11
```

**Energy relative to the best compared isomer or geometry (same formula, charge and spin)**: 82.5 kJ/mol
**Total charge**: -1
**E_HOMO**: -0.104 hartree
**DFT total energy**: -1410.11414 Eh
**LUMO level**: 0.052 Ha


(5)
Here is a 2-piece molecular cluster, C4H14NO overall at a distorted geometry from the OMol25 dataset. Energies are from ωB97M-V/def2-TZVPD.

```
20
Properties=species:S:1:pos:R:3:lowdin_spin:R:1
C 0.898 1.002 -1.003 0.28
C 1.053 0.108 0.264 0.24
N -0.004 -0.983 0.369 0.01
C -0.163 -1.917 -0.836 0.01
C 0.849 1.232 1.316 0.24
H -0.142 1.244 -1.169 0.00
H 1.566 1.860 -0.990 0.01
H 1.375 0.270 -1.720 0.10
H 1.976 -0.439 0.463 0.00
H -0.888 -0.405 0.373 0.00
H -0.091 -1.550 1.220 0.00
H -0.206 -1.292 -1.734 0.00
H -1.138 -2.368 -0.735 0.00
H 0.751 -2.500 -0.897 0.00
H 0.024 1.930 1.218 0.00
H 0.750 0.672 2.290 0.09
H 1.795 1.763 1.451 0.00
H -2.872 0.618 -0.726 0.00
H -3.070 0.504 0.781 0.00
O -2.465 0.255 0.068 0.00
```

**Energy relative to the best compared isomer or geometry (same formula, charge and spin)**: 116.8 kJ/mol
**Total charge**: +2
**E_HOMO (spin up / spin down)**: -0.751 / -0.751 hartree
**DFT total energy**: -289.98490 Eh
**LUMO level (spin up / spin down)**: -0.258 / -0.546 Ha
**Multiplicity**: 2


(6)
Here is one molecule with the formula C9H12 at a distorted geometry from the OMol25 dataset. Energies are from ωB97M-V/def2-TZVPD.

```
21
Properties=species:S:1:pos:R:3:lowdin_charge:R:1
C -0.214 1.447 1.102 -0.17
C 1.852 -1.409 0.710 -0.12
C -1.326 0.645 0.633 -0.07
C 1.509 -0.167 0.497 -0.01
C 0.987 1.028 0.278 -0.28
C -2.192 0.122 0.017 -0.09
C 1.312 -2.477 -0.294 -0.08
C 1.612 2.130 -0.613 -0.05
C -3.395 -0.506 -0.572 -0.11
H -0.520 2.443 0.663 0.13
H -0.210 1.522 2.207 0.13
H 2.591 -1.673 1.410 0.07
H 0.316 -2.166 -0.343 0.03
H 1.306 -3.498 0.168 0.08
H 1.913 -2.484 -1.254 0.09
H 1.895 2.983 0.073 0.09
H 1.089 2.609 -1.388 0.04
H 2.544 1.699 -1.105 0.10
H -4.284 -0.555 0.029 0.05
H -3.112 -1.627 -0.654 0.10
H -3.674 -0.068 -1.567 0.08
```

**Energy relative to the best compared isomer or geometry (same formula, charge and spin)**: 344.7 kJ/mol
**E_HOMO**: -0.318 hartree
**DFT total energy**: -349.97361 Eh
**LUMO level**: 0.035 Ha


Q: The lowest DFT total energy belongs to which entry?
A: C17H12F4NO4


Q: DFT total energy of number 2 (H28O14)?
A: -1070.11706 Eh


Q: Among the records above, which one has the highest DFT total energy?
A: C4H14NO